Entry 1:
This record from the OMol25 dataset describes C32H30Cl2F2N4O4STa as an isolated structure. The level of theory is the ωB97M-V functional and the def2-TZVPD basis.

Geometry as XYZ:
```
76
Properties=species:S:1:pos:R:3:forces:R:3
Ta 0.66629 0.76674 -0.08750 -2.6 0.4 1.3
F 3.66064 0.26205 4.50447 0.0 0.0 0.1
C 3.55301 0.85233 3.31001 0.0 0.1 0.0
C 2.34854 0.79741 2.63976 -0.2 0.1 -0.1
C 2.22384 1.39636 1.38861 0.0 -0.5 -0.3
C 3.31972 2.10532 0.86755 -0.1 0.1 0.0
C 4.52209 2.09099 1.56520 0.0 0.0 0.0
F 5.61637 2.68855 1.05621 0.1 0.0 0.0
C 4.66977 1.46418 2.78030 0.2 0.0 0.1
C 3.07079 2.89389 -0.34599 -0.1 0.1 0.0
C 3.89994 3.91821 -0.79668 0.0 0.1 -0.1
C 3.52008 4.68381 -1.88095 0.1 0.1 0.0
C 2.30505 4.43481 -2.49683 0.0 0.1 0.0
C 1.52635 3.41243 -2.00753 0.0 0.0 0.3
N 1.89404 2.64025 -0.96871 -0.3 -0.4 0.2
H 1.52571 0.26204 3.09325 0.1 0.0 0.0
H 5.62270 1.45969 3.29254 -0.1 0.0 0.0
H 4.82431 4.12675 -0.28566 0.0 0.0 0.0
H 4.16294 5.48483 -2.22737 0.0 0.0 0.0
H 1.95581 5.02737 -3.33111 0.0 0.0 0.0
H 0.56951 3.19859 -2.44988 0.0 0.0 0.0
Cl 2.49296 -0.28757 -1.52684 1.2 -0.8 -0.7
C 3.06416 -1.91305 -0.94238 0.1 0.0 0.2
Cl 3.76420 -1.87275 0.65278 -0.1 0.2 0.0
H 3.82879 -2.21623 -1.64326 0.0 0.0 -0.2
H 2.19896 -2.56078 -0.95374 -0.1 0.0 0.0
C -3.31899 0.18493 -0.00130 0.0 0.1 0.1
C -3.22401 1.40444 0.88079 0.0 -0.2 -0.1
C -4.36410 1.95255 1.45642 0.0 0.0 0.0
C -4.29416 3.09565 2.23763 0.0 -0.1 0.0
C -3.07170 3.71475 2.44717 0.0 0.1 0.1
C -1.91027 3.20135 1.89204 0.3 -0.1 -0.1
C -0.58018 3.87710 2.09908 -0.1 -0.1 0.0
C -1.99326 2.03077 1.11290 0.3 0.1 0.0
N -0.81404 1.49541 0.58650 0.6 0.2 -0.4
H -4.32696 -0.22859 0.03430 0.0 0.0 0.0
H -2.61803 -0.59778 0.30341 -0.1 0.1 0.0
H -3.09366 0.44941 -1.03799 0.0 -0.1 0.0
H -5.32003 1.46921 1.28837 0.0 0.0 0.0
H -5.19350 3.50489 2.68025 0.0 0.0 0.0
H -3.01701 4.60912 3.05855 0.0 0.0 -0.1
H -0.68826 4.76362 2.72435 0.0 -0.1 0.0
H -0.14757 4.17903 1.14032 0.0 0.0 0.0
H 0.13701 3.20107 2.56807 0.0 0.0 0.0
S -0.48376 1.04758 -2.57991 0.2 -0.4 0.3
C -0.18015 -0.39723 -3.49367 0.1 0.1 -0.2
N -0.69009 -1.55370 -3.12758 0.0 -0.2 -0.1
C -0.51246 -2.80588 -3.86546 0.1 0.1 0.0
C 0.76565 -2.73972 -4.68025 0.0 0.0 0.0
C 0.77162 -1.46912 -5.50751 -0.1 0.1 0.1
N 0.52811 -0.32683 -4.62003 -0.1 0.0 -0.2
H -1.10280 -1.57992 -2.20664 0.0 0.0 0.1
H -1.37210 -2.97128 -4.51569 -0.1 0.0 0.0
H -0.47482 -3.61879 -3.14459 0.0 0.0 0.1
H 0.84069 -3.60877 -5.33107 0.0 0.0 0.0
H 1.62798 -2.74162 -4.00876 0.0 0.0 0.0
H 0.00612 -1.51260 -6.28441 0.0 0.0 0.0
H 1.73456 -1.32393 -5.99030 0.0 0.0 0.0
H 0.79629 0.59749 -4.91119 0.1 0.0 0.0
O -0.28010 -1.50313 -0.47848 0.3 0.6 0.2
C -0.27794 -1.60735 0.78781 0.3 0.1 0.4
O 0.50073 -0.82913 1.43152 0.0 0.3 -0.6
C -1.14869 -2.52609 1.54016 0.1 0.0 -0.2
C -1.63042 -2.11819 2.77671 0.0 -0.1 0.1
C -2.48920 -2.93482 3.51725 0.0 0.1 0.1
C -2.80717 -4.15223 2.97021 -0.1 0.0 0.1
O -3.59684 -5.12135 3.49403 0.0 -0.1 0.0
C -3.63435 -6.18971 2.53647 0.1 0.3 0.0
O -2.77950 -5.81163 1.45001 0.0 0.0 0.0
C -2.31833 -4.56150 1.73977 0.0 -0.2 -0.2
C -1.49826 -3.77117 0.98962 0.0 0.0 -0.2
H -1.34862 -1.14520 3.15630 0.0 0.0 0.0
H -2.87767 -2.63112 4.48129 0.0 0.0 -0.1
H -4.65132 -6.31968 2.17599 -0.1 0.1 -0.1
H -3.26509 -7.10268 2.99394 0.1 -0.1 0.1
H -1.11995 -4.09385 0.02732 0.0 0.0 0.1
```
Forces are in eV/Å.

Computed properties:
charge	+1
E_HOMO	-10.19	eV
energy above the lowest of the compared OMol25 structures with the same formula, charge and spin	0.00	kcal per mole
orbital gap	7.37	eV

Atomic partial charges in e from the Mulliken method, atoms 1 to 8: atom 1 (Ta): -0.1267, atom 2 (F): -0.3412, atom 3 (C): 0.3583, atom 4 (C): -0.5341, atom 5 (C): 0.4808, atom 6 (C): -0.3375, atom 7 (C): 0.6960, atom 8 (F): -0.3455

---

Entry 2:
This record from the OMol25 dataset describes C11H8N2NdO4S as an isolated structure. The level of theory is the ωB97M-V functional and the def2-TZVPD basis.

Geometry as XYZ:
```
27
Properties=species:S:1:pos:R:3:forces:R:3
Nd -0.81734 1.44453 -0.48259 1.3 -1.2 1.6
C -2.28949 0.61371 -2.21321 -4.4 -4.5 -7.0
O -2.79211 0.03510 -3.09933 2.9 3.5 5.2
C -2.57273 3.49743 -0.71839 -2.7 3.1 -0.7
O -3.31607 4.33833 -0.91591 2.3 -2.6 0.6
C 0.45616 2.88776 -2.06425 4.5 2.9 -5.1
O 1.15607 3.29683 -2.88899 -3.4 -1.8 3.9
C -2.85922 0.89065 1.14657 -3.4 -3.5 4.3
O -3.47420 0.28755 1.92762 2.9 3.2 -4.0
H 0.18622 2.76944 1.45227 -0.9 0.8 -0.5
H -0.41340 3.18635 1.13526 1.1 -0.3 0.8
N -0.28824 0.57153 3.04285 0.2 -0.2 -0.5
C 0.25906 -0.28868 2.16991 0.3 -0.6 -0.4
N 0.14022 -0.12530 0.83026 -0.7 1.1 0.4
C 0.78743 -1.13142 0.05697 0.0 0.1 0.2
C 0.85165 -1.18783 -1.36185 0.0 -0.1 0.9
C 1.58261 -2.24146 -1.93287 0.0 0.0 -0.1
C 2.21338 -3.18022 -1.09848 -0.1 0.1 0.5
C 2.13330 -3.09790 0.30243 0.0 -0.1 0.2
C 1.40888 -2.06870 0.88506 -0.1 0.2 -0.5
S 1.16369 -1.71833 2.63474 -0.4 0.8 -1.3
H -0.12153 0.37344 4.01971 -0.3 0.5 0.2
H -0.79925 1.42189 2.75729 0.6 -1.1 0.7
H 0.34494 -0.43660 -2.02363 0.4 -0.5 0.3
H 1.67035 -2.34514 -3.02981 -0.1 0.1 0.8
H 2.78371 -4.00066 -1.52675 -0.1 0.2 0.0
H 2.60591 -3.79230 0.99513 0.1 -0.2 -0.6
```
Forces are in eV/Å.

Computed properties:
charge	+3
E_HOMO (spin up / spin down)	-18.48 / -18.49	eV
⟨S²⟩	3.76
orbital gap (spin up / spin down)	4.94 / 5.12	eV
2S+1	4

Atomic partial charges in e from the Mulliken method, atoms 1 to 8: atom 1 (Nd): 0.8519, atom 2 (C): 0.3207, atom 3 (O): 0.0046, atom 4 (C): 0.2257, atom 5 (O): -0.0241, atom 6 (C): 0.3495, atom 7 (O): 0.0034, atom 8 (C): 0.2882

---

Entry 3:
This record from the OMol25 dataset describes C23H25F3IrNO as an isolated structure. The level of theory is the ωB97M-V functional and the def2-TZVPD basis.

Geometry as XYZ:
```
54
Properties=species:S:1:pos:R:3:forces:R:3
C -3.52449 0.01017 -0.84627 0.2 0.1 -0.1
C -2.54433 -0.69627 -1.55477 -0.5 -0.2 -0.2
C -1.55841 -1.15636 -0.66430 -1.0 -0.2 0.3
H -2.53668 -0.85056 -2.63872 -0.1 0.0 0.5
C -1.93116 -0.70823 0.67879 -0.6 0.3 -0.3
C -3.11222 0.19952 0.54809 -0.2 -2.7 -0.4
H -1.64289 -1.24067 1.58720 0.1 0.5 -0.2
C -2.00512 3.54508 -0.72561 0.6 0.3 0.8
C -2.15438 2.87557 -1.95330 0.7 -0.3 -0.5
C -1.06326 2.00515 -2.14643 0.0 0.3 -0.1
H -2.91633 3.06979 -2.71145 0.1 -0.2 0.5
C -0.18629 2.08574 -1.01768 -0.2 1.0 -0.2
C -0.74926 3.12054 -0.08399 0.4 0.8 -2.3
H -0.66760 -1.75189 -0.91698 -0.7 0.2 0.2
H -3.79631 0.48589 1.36626 0.4 -0.4 -0.5
H -4.48637 0.35963 -1.21989 0.5 0.2 -0.1
H -0.08726 3.67438 0.57424 -0.4 0.2 0.1
H -0.89247 1.34714 -3.00176 -0.2 0.4 0.3
H -2.66512 4.31928 -0.34097 0.2 -0.3 0.0
Ir -1.43806 1.41954 0.71336 0.1 -0.4 -0.2
C 1.22643 1.52271 -0.93389 -0.1 -0.1 0.3
C 2.24748 2.58207 -0.40445 -0.3 -0.3 -0.2
C 1.70070 1.01712 -2.30579 0.1 0.1 0.2
H 2.17113 3.50740 -1.01823 0.2 -0.6 0.3
H 3.25101 2.11715 -0.49621 -0.4 0.5 0.1
H 2.06538 2.83912 0.65832 0.1 -0.1 -0.8
H 1.70702 1.84319 -3.03618 0.0 -0.4 0.1
H 1.05445 0.18615 -2.64557 0.3 0.4 0.0
H 2.72459 0.62832 -2.15853 -0.4 0.1 -0.3
C 1.18672 0.25247 -0.03020 0.3 -0.9 -0.1
C 1.56820 0.47843 1.40204 -1.8 0.9 0.5
H 1.81281 -0.56438 -0.43491 -0.3 0.9 0.1
H 0.15881 -0.19550 -0.01083 1.2 0.6 -0.1
O 1.03909 1.41080 2.03913 2.2 -2.1 -1.1
N 2.42800 -0.49610 1.91632 1.1 0.6 0.3
C 1.84267 -1.79936 2.24472 -0.2 0.2 0.3
H 3.06147 -0.13019 2.62553 -0.7 -0.2 0.1
C 1.49908 -2.69951 1.08241 0.2 -0.2 -0.4
C 0.43769 -3.58283 1.27936 0.1 0.0 -0.3
H -0.05713 -3.57047 2.25102 -0.1 -0.1 -0.3
C 0.03686 -4.45721 0.27272 0.1 0.1 -0.1
H -0.80485 -5.12858 0.46474 0.3 0.2 -0.2
C 0.70159 -4.44266 -0.96278 -0.1 0.0 0.2
H 0.37927 -5.13481 -1.75143 0.2 0.4 0.3
C 1.78310 -3.57110 -1.16589 -0.2 -0.1 0.3
H 2.29219 -3.56182 -2.13584 -0.1 0.0 0.4
C 2.20551 -2.72109 -0.12905 -0.3 -0.5 -0.2
H 3.07512 -2.07494 -0.28555 -0.3 -0.2 0.2
H 0.90358 -1.60690 2.79834 0.4 -0.3 0.1
H 2.54566 -2.32305 2.91509 -0.3 0.3 -0.2
F -2.75070 2.33238 3.14558 0.1 -0.2 0.1
C -1.56430 1.83751 2.67802 0.0 0.9 2.0
F -0.61892 2.73146 3.09386 -0.8 -0.1 0.6
F -1.35168 0.66077 3.39228 -0.1 0.6 0.2
```
Forces are in eV/Å.

Computed properties:
E_HOMO (spin up / spin down)	-5.99 / -7.78	eV
⟨S²⟩	6.05
orbital gap (spin up / spin down)	6.57 / 6.19	eV
2S+1	5

Atomic partial charges in e from the Mulliken method, atoms 1 to 8: atom 1 (C): -0.5856, atom 2 (C): -1.0832, atom 3 (C): 0.2318, atom 4 (H): 0.4234, atom 5 (C): -0.3282, atom 6 (C): -1.2608, atom 7 (H): 0.7475, atom 8 (C): -1.1759

---

Entry 4:
This record from the OMol25 dataset describes one molecule with the formula C4H10N2. The level of theory is the ωB97M-V functional and the def2-TZVPD basis.

Geometry as XYZ:
```
16
Properties=species:S:1:pos:R:3:forces:R:3
C 2.70003 -0.07748 0.01208 0.1 -0.5 -0.4
C 0.42657 -0.28922 -0.11016 -0.6 -2.0 0.5
C -1.29270 1.47675 0.02337 0.3 1.4 0.3
C -1.80014 -1.03186 -0.01102 -2.1 -1.3 -1.7
H 3.25999 0.08092 -0.89778 0.5 0.3 -0.2
H 3.20234 0.44468 0.82583 0.1 -0.2 0.0
H 2.73382 -1.19304 0.14340 -0.3 0.8 0.3
H 0.62804 -1.41703 0.21023 -0.8 2.0 -0.8
H -2.37085 1.50011 0.68650 3.2 -0.1 -2.1
H -0.36014 1.92921 0.68562 -2.6 -1.0 -1.6
H -1.33445 2.12958 -1.01904 -0.2 -1.5 3.0
H -1.91202 -1.38282 1.06531 0.5 0.7 -1.0
H -2.88343 -0.78862 -0.38657 2.0 -0.3 0.7
H -1.48621 -1.94970 -0.67440 -0.6 1.6 1.4
N 1.39094 0.49101 -0.21150 0.8 0.5 0.2
N -0.90179 0.07748 -0.34187 -0.2 -0.5 1.5
```
Forces are in eV/Å.

Computed properties:
E_HOMO	-8.60	eV
SMILES	C/N=C/N(C)C
energy above the lowest of the compared OMol25 structures with the same formula, charge and spin	58.01	kcal per mole
orbital gap	9.60	eV

Atomic partial charges in e from the Mulliken method, atoms 1 to 8: atom 1 (C): -0.7005, atom 2 (C): -0.0630, atom 3 (C): -0.7030, atom 4 (C): -1.0276, atom 5 (H): 0.2459, atom 6 (H): 0.2358, atom 7 (H): 0.3187, atom 8 (H): 0.1357

---

For each record above, in turn, the calculated largest force on an atom values are 2.9; 9.4; 3.3; 3.8 eV Å⁻¹.